Entry 1:
Below is a structure of composition C26H20IN4O8PW, with properties calculated with wB97M-V/def2-TZVPD.

Geometry as ORCA input:
```
! wB97M-V def2-TZVPD RIJCOSX def2/J DEFGRID3
* xyz 2 1
W 1.02 0.64 1.32
O 2.37 0.61 3.97
N 1.12 0.36 3.38
C 1.00 -0.90 2.87
C -0.38 -1.50 2.79
C -1.15 -1.72 3.93
C -2.36 -2.37 3.79
C -2.81 -2.80 2.54
C -2.06 -2.56 1.41
C -0.83 -1.89 1.54
P 0.27 -1.47 0.18
C 1.42 -2.78 -0.20
C 0.94 -3.91 -0.88
C 1.79 -4.97 -1.12
C 3.11 -4.91 -0.70
C 3.60 -3.79 -0.04
C 2.75 -2.72 0.21
C -0.68 -1.03 -1.27
C -1.96 -0.48 -1.15
C -2.61 0.01 -2.27
C -1.99 -0.05 -3.51
C -0.72 -0.59 -3.64
C -0.06 -1.08 -2.52
H 2.16 1.06 4.80
H 1.85 -1.57 2.97
H -0.79 -1.40 4.90
H -2.97 -2.56 4.67
H -3.75 -3.32 2.46
H -2.42 -2.88 0.44
H -0.09 -3.95 -1.21
H 1.42 -5.84 -1.64
H 3.77 -5.75 -0.90
H 4.63 -3.75 0.27
H 3.14 -1.85 0.72
H -2.45 -0.44 -0.18
H -3.61 0.41 -2.18
H -2.51 0.32 -4.39
H -0.25 -0.64 -4.61
H 0.93 -1.50 -2.63
O -1.75 6.83 -2.58
N -2.25 6.11 -1.75
O -3.28 6.30 -1.14
C -1.49 4.90 -1.38
C -0.33 4.59 -2.08
C 0.39 3.47 -1.73
C -0.02 2.60 -0.70
O 0.55 1.46 -0.45
C -1.18 3.01 -0.01
C -1.94 4.13 -0.34
N -1.64 2.23 1.10
O -2.76 2.27 1.47
O -0.81 1.46 1.74
N 1.63 3.17 -2.48
O 2.48 2.52 -1.89
O 1.71 3.60 -3.60
H 0.01 5.22 -2.89
H -2.84 4.40 0.20
I 2.61 2.92 1.67
C 3.03 0.89 1.00
H 3.71 0.48 1.73
H 3.39 1.00 -0.03
*
```

Calculated values
- LUMO (alpha / beta) (eV) = -8.7 / -8.7
- electronic energy (eV) = -68815.9876

---

Entry 2:
Below is a structure of composition C4H3F5IN in a non-equilibrium geometry, with properties calculated with wB97M-V/def2-TZVPD.

Geometry as ORCA input:
```
! wB97M-V def2-TZVPD RIJCOSX def2/J DEFGRID3
* xyz 0 1
C 0.89 -0.91 0.54
C 2.20 -0.87 0.48
C -1.72 1.04 -1.63
C 0.22 -0.12 1.65
N -1.86 -0.40 -1.25
F 2.82 -1.38 -0.57
F 3.05 -0.37 1.34
F -1.03 -0.52 1.84
F 0.20 1.18 1.29
F 0.89 -0.28 2.80
I -0.21 -1.35 -1.26
H -2.65 1.51 -1.24
H -0.81 1.50 -1.21
H -1.98 0.99 -2.78
*
```

Calculated values
- LUMO (eV) = -0.2
- electronic energy (eV) = -27369.8954

---

Entry 3:
Below is an isolated molecule of C4H7NO2, with properties calculated with wB97M-V/def2-TZVPD.

Geometry as ORCA input:
```
! wB97M-V def2-TZVPD RIJCOSX def2/J DEFGRID3
* xyz 0 1
O 0.87 -2.43 -0.06
C -0.03 -1.68 0.25
C 0.01 -0.20 0.06
C -1.05 0.62 0.79
O -0.99 1.97 0.41
C 0.60 0.14 -1.28
N 1.26 0.54 -0.06
H -1.00 -2.08 0.60
H -0.84 0.49 1.87
H -2.06 0.26 0.60
H -0.04 2.17 0.38
H 0.16 0.92 -1.90
H 1.04 -0.71 -1.79
H 2.08 -0.01 0.15
*
```

Calculated values
- LUMO (eV) = 0.7
- electronic energy (eV) = -9844.9346
- SMILES string = O=C[C@]1(CO)CN1

---

Entry 4:
Below is a cluster of 3 separate species, C12H27B2F3O15P2 in total in a non-equilibrium geometry, with properties calculated with wB97M-V/def2-TZVPD.

Geometry as ORCA input:
```
! wB97M-V def2-TZVPD RIJCOSX def2/J DEFGRID3
* xyz -2 1
O 6.12 -2.58 -1.33
C 6.02 -1.37 -0.92
O 6.27 -0.35 -1.81
B 5.64 -1.16 0.68
C 7.11 -1.30 1.41
C 7.84 0.13 1.24
C 9.41 0.07 1.32
F 9.86 0.34 2.65
F 10.05 1.05 0.51
F 9.99 -1.15 0.97
O 5.05 0.13 1.12
C 3.88 -0.30 1.88
C 3.42 -1.49 0.86
O 2.19 -2.19 1.15
B 1.06 -1.43 0.76
O 0.05 -1.11 1.77
O 0.82 -0.89 -0.56
O 4.64 -2.26 0.91
H 7.69 -2.09 0.81
H 7.07 -1.61 2.50
H 7.43 0.84 2.04
H 7.51 0.60 0.24
H 4.36 -0.78 2.80
H 3.07 0.47 2.08
H 3.32 -0.90 -0.11
H 0.44 -0.33 2.21
H 1.35 -0.06 -0.58
C -7.00 -1.60 2.11
O -6.00 -0.90 1.40
P -4.79 -1.74 0.76
O -5.18 -2.69 -0.31
O -4.05 -2.40 2.02
C -4.43 -3.71 2.43
O -3.80 -0.58 0.32
C -2.42 -0.93 0.11
H -7.93 -1.02 2.06
H -7.18 -2.59 1.68
H -6.70 -1.70 3.16
H -5.11 -4.18 1.73
H -4.91 -3.64 3.41
H -3.53 -4.32 2.52
H -2.33 -1.95 -0.29
H -1.89 -0.87 1.06
H -1.98 -0.23 -0.59
C -1.90 1.84 -3.92
O -2.49 3.11 -4.14
P -3.28 3.81 -2.94
O -2.45 4.18 -1.77
O -4.50 2.82 -2.63
C -4.33 1.82 -1.63
O -3.99 5.03 -3.69
C -5.11 5.62 -3.05
H -1.05 1.73 -4.60
H -1.54 1.75 -2.89
H -2.63 1.06 -4.13
H -3.40 1.93 -1.07
H -4.35 0.84 -2.11
H -5.17 1.88 -0.93
H -5.01 5.61 -1.96
H -6.01 5.08 -3.34
H -5.20 6.66 -3.38
*
```

Calculated values
- LUMO (eV) = 3.1
- electronic energy (eV) = -71685.0358

---

Entry 5:
Below is an isolated molecule of C13H25NO6Si in a non-equilibrium geometry, with properties calculated with wB97M-V/def2-TZVPD.

Geometry as ORCA input:
```
! wB97M-V def2-TZVPD RIJCOSX def2/J DEFGRID3
* xyz 0 1
C 3.98 -1.71 -1.26
C 2.94 -1.36 -0.24
O 2.39 -0.10 -0.38
Si 1.44 0.88 0.58
C -0.12 1.32 -0.48
C -0.18 0.68 -1.84
C -0.67 -0.80 -1.79
N -2.11 -1.11 -1.77
C -2.91 -0.98 -0.65
O -2.42 -0.65 0.37
C -4.32 -1.24 -0.75
C -4.82 -2.12 -1.62
C -6.28 -2.26 -1.92
O -6.70 -3.16 -2.62
O -7.02 -1.22 -1.50
O 2.26 2.22 1.14
C 3.61 1.99 1.51
C 4.63 3.18 1.28
O 0.91 0.03 1.87
C 0.41 0.83 2.91
C -1.08 0.59 3.17
H 4.82 -1.03 -1.22
H 3.46 -1.58 -2.22
H 4.21 -2.71 -1.25
H 3.37 -1.47 0.76
H 2.15 -2.10 -0.19
H -0.06 2.48 -0.44
H -1.15 1.21 0.02
H 0.79 0.71 -2.38
H -0.90 1.17 -2.54
H -0.16 -1.21 -0.88
H -0.22 -1.39 -2.58
H -2.54 -1.36 -2.68
H -5.00 -0.61 -0.26
H -4.22 -2.92 -2.03
H -7.96 -1.42 -1.75
H 3.99 1.05 1.17
H 3.56 1.85 2.56
H 5.53 2.81 1.80
H 4.21 4.08 1.68
H 4.78 3.30 0.17
H 0.59 1.88 2.71
H 1.02 0.72 3.80
H -1.64 0.61 2.27
H -1.40 1.38 3.91
H -1.17 -0.45 3.57
*
```

Calculated values
- LUMO (eV) = -0.3
- electronic energy (eV) = -35541.6195
- SMILES string = CCO[Si](CCCNC(=O)/C=C/C(=O)O)(OCC)OCC

---

Entry 6:
Below is a cluster of 2 separate species, CH3F2OPS in total in a non-equilibrium geometry, with properties calculated with wB97M-V/def2-TZVPD.

Geometry as ORCA input:
```
! wB97M-V def2-TZVPD RIJCOSX def2/J DEFGRID3
* xyz 0 1
F -2.97 1.69 -3.01
P -1.51 1.24 -2.50
F -2.14 -0.07 -1.75
S -1.05 2.55 -0.89
H 0.22 2.64 -1.35
C 0.66 -0.98 0.44
O 0.73 0.00 -0.24
H 1.26 -1.88 0.21
H -0.26 -1.28 1.07
*
```

Calculated values
- LUMO (eV) = 0.5
- electronic energy (eV) = -28692.9751
- SMILES string = FP(F)S.C=O

---

Entry 7:
Below is a cluster of 6 separate species, C8H28O6 in total in a non-equilibrium geometry, with properties calculated with wB97M-V/def2-TZVPD.

Geometry as ORCA input:
```
! wB97M-V def2-TZVPD RIJCOSX def2/J DEFGRID3
* xyz 0 1
C -1.13 -3.48 2.48
C -0.56 -2.09 2.48
O -0.77 -1.51 3.77
H -0.93 -4.01 1.55
H -2.23 -3.47 2.55
H -0.78 -4.08 3.32
H -1.09 -1.48 1.73
H 0.49 -2.05 2.18
H -0.20 -0.74 3.84
C 2.43 2.76 -1.88
C 2.96 3.81 -2.85
O 4.24 4.28 -2.41
H 1.55 2.29 -2.35
H 2.09 3.15 -0.92
H 3.15 1.94 -1.80
H 2.32 4.69 -2.80
H 2.99 3.45 -3.87
H 4.93 3.63 -2.59
C -3.32 0.06 2.06
O -4.51 0.79 2.27
H -2.48 0.56 2.56
H -3.31 -0.93 2.51
H -3.08 -0.02 0.99
H -4.47 1.64 1.84
C 0.18 0.38 0.13
O 0.26 -0.69 -0.80
H 0.79 0.10 0.99
H 0.58 1.27 -0.37
H -0.84 0.55 0.47
H -0.51 -0.63 -1.40
C -3.02 0.66 -2.13
O -2.29 -0.57 -2.03
H -4.07 0.47 -2.34
H -2.96 1.23 -1.20
H -2.56 1.30 -2.89
H -2.85 -1.27 -2.39
C 3.49 -2.01 0.02
O 2.31 -2.53 -0.53
H 3.44 -1.61 1.04
H 4.21 -2.83 0.06
H 3.89 -1.21 -0.62
H 1.63 -1.82 -0.67
*
```

Calculated values
- LUMO (eV) = 0.3
- electronic energy (eV) = -21032.5777
- SMILES string = CCO.CCO.CO.CO.CO.CO

---

Entry 8:
Below is a structure of composition C17H31Cl2IrNO3P2 in a non-equilibrium geometry, with properties calculated with wB97M-V/def2-TZVPD.

Geometry as ORCA input:
```
! wB97M-V def2-TZVPD RIJCOSX def2/J DEFGRID3
* xyz 0 6
Ir 0.06 -0.20 0.31
P 2.42 -0.26 -0.05
P -2.31 0.17 0.51
N 0.00 0.37 -1.43
H 1.08 -0.19 1.56
C 2.91 -1.56 -1.22
H 4.00 -1.75 -1.10
H 2.71 -1.20 -2.25
H 2.35 -2.49 -1.04
C 3.39 -0.38 1.50
H 4.40 -0.71 1.25
H 2.90 -1.12 2.15
H 3.38 0.60 1.99
C 3.00 1.30 -0.82
H 4.10 1.32 -0.82
H 2.62 2.16 -0.26
H 2.66 1.36 -1.87
C -3.27 -1.07 -0.40
H -4.33 -0.79 -0.40
H -3.14 -2.06 0.06
H -2.88 -1.10 -1.43
C -3.01 0.27 2.20
H -4.09 0.41 2.10
H -2.58 1.13 2.75
H -2.81 -0.66 2.75
C -2.73 1.80 -0.20
H -3.80 1.98 -0.06
H -2.49 1.81 -1.28
H -2.17 2.59 0.30
C 0.00 1.35 -2.34
C -0.02 1.87 -4.73
C -0.05 0.93 -3.70
C 0.05 2.75 -2.04
C 0.05 3.67 -3.08
C 0.01 3.23 -4.40
H -0.03 1.53 -5.75
H -0.10 -0.15 -3.83
H 0.07 3.05 -0.99
H 0.08 4.74 -2.84
H 0.01 3.95 -5.20
C -0.32 -2.96 1.16
O -0.58 -2.25 0.09
C 0.88 -3.81 1.20
H 1.30 -3.81 2.23
H 1.66 -3.58 0.46
H 0.40 -4.78 0.97
C -0.99 -2.67 2.44
H -2.08 -2.78 2.32
H -0.75 -1.71 2.96
H -0.63 -3.44 3.13
Cl 1.87 3.92 2.51
C 0.41 3.09 3.15
Cl -1.13 3.87 2.82
C 0.34 1.69 2.51
O 0.26 0.69 3.23
O 0.32 1.72 1.18
H 0.54 2.90 4.21
*
```

Calculated values
- LUMO (alpha / beta) (eV) = 0.2 / -1.9
- electronic energy (eV) = -72218.9070